The following is a quantum chemistry calculation of the ion C20H27ClN3O2 with charge +1, from the Open Molecules 2025 dataset.

XYZ file:
```
53
Properties=species:S:1:pos:R:3:forces:R:3
C -3.95238 -2.38994 4.01681 -0.01 -0.03 -0.02
C -2.64221 -1.73433 3.72424 0.06 0.10 0.02
C -1.86044 -2.14121 2.65757 0.24 0.09 -0.09
C -0.63552 -1.53786 2.38671 -0.28 -0.06 0.18
C -0.18671 -0.50891 3.19985 0.18 -0.15 -0.25
C -0.94957 -0.07542 4.27834 -0.23 -0.05 0.09
C -2.17101 -0.69235 4.52240 0.22 -0.03 -0.19
Cl -3.13268 -0.15486 5.85832 -0.09 0.05 0.13
C -0.46549 1.03247 5.15800 0.02 0.01 0.00
H -0.37577 0.68255 6.18514 0.02 0.06 0.08
H 0.50119 1.40241 4.82786 0.07 0.03 -0.02
H -1.17956 1.85467 5.15581 0.00 0.08 0.06
H 0.76296 -0.02594 3.03211 0.10 0.05 -0.03
O 0.03029 -2.06581 1.30198 -0.21 0.00 0.06
C 1.21122 -1.49474 0.81219 0.21 0.15 -0.30
C 0.91164 -0.52357 -0.34631 -0.50 0.00 0.60
O 2.08927 -0.25834 -1.11065 0.21 0.09 0.21
H 2.52769 -1.08694 -1.34219 -0.01 0.02 -0.12
C 0.36456 0.82545 0.16673 0.10 -0.49 -0.08
N 0.07460 1.83853 -0.81438 0.19 -0.05 -0.14
C -0.93192 1.59005 -1.80255 -0.08 0.09 -0.10
C -0.36847 0.92056 -3.08827 -0.80 -0.08 0.24
N 1.09346 1.15679 -3.14811 0.31 -0.29 0.10
H 1.54927 0.55630 -2.38651 -0.16 0.14 -0.37
C 1.68062 0.68013 -4.39480 0.34 -0.30 -0.53
N 2.31987 -0.46537 -4.24769 -0.25 0.18 0.51
C 2.88812 -1.00842 -5.31114 0.08 0.00 -0.34
C 2.83683 -0.41761 -6.56653 -0.06 0.08 0.07
C 2.16231 0.78479 -6.70603 0.01 -0.10 0.18
C 1.55955 1.35926 -5.59259 0.02 -0.06 0.14
H 1.02868 2.29416 -5.67014 -0.08 0.12 0.01
H 2.10138 1.27474 -7.66505 -0.01 0.04 -0.08
H 3.31377 -0.88718 -7.41064 0.06 -0.06 -0.08
H 3.39954 -1.94468 -5.14202 0.07 -0.08 -0.09
C 1.39069 2.55695 -2.78872 0.20 0.62 0.31
C 1.13621 2.70833 -1.27528 -0.08 0.26 0.12
H 0.86746 3.75253 -1.06983 0.18 -0.02 -0.12
H 2.04762 2.47954 -0.72292 -0.02 0.04 -0.04
H 0.74519 3.22115 -3.36624 0.04 -0.12 -0.06
H 2.43085 2.77930 -3.02836 -0.09 -0.06 -0.07
H -0.83433 1.34829 -3.97882 0.15 -0.04 -0.01
H -0.53809 -0.15702 -3.09786 0.14 0.05 -0.04
H -1.38523 2.55038 -2.06847 -0.09 -0.10 -0.06
H -1.71255 0.96382 -1.37172 -0.05 0.02 -0.08
H 1.08806 1.24975 0.86428 -0.02 -0.06 0.10
H -0.55513 0.61656 0.72041 0.12 -0.03 0.07
H 0.16069 -1.01277 -0.98488 0.06 0.04 0.06
H 1.80421 -1.00279 1.58801 0.00 -0.04 -0.05
H 1.79814 -2.33436 0.41691 0.00 0.14 0.07
H -2.18469 -2.94768 2.01963 -0.07 -0.12 -0.08
H -4.16555 -3.17040 3.29263 -0.03 -0.06 -0.04
H -4.75585 -1.65514 3.99602 -0.08 -0.02 0.02
H -3.93692 -2.82794 5.01362 -0.07 -0.03 0.05
```
Forces are in eV/Å.

E_HOMO in eV: -10.42
Net charge: +1
SMILES: Cc1cc(OC[C@H](O)CN2CC[NH+](c3ccccn3)CC2)cc(C)c1Cl
Frontier orbital gap in eV: 7.877
2S+1: 1

Atomic partial charges in e from the Mulliken method, atoms 1 to 2: atom 1 (C): -1.75, atom 2 (C): 0.75